1.
This record from OMol25 describes a 2-piece molecular cluster, C3H2F5N2P overall at a distorted geometry. The level of theory is ωB97M-V with the def2-TZVPD basis set.

Results
Total energy, Ha: -1065.51595
Charge: 0

Geometry as XYZ:
```
13
Properties=species:S:1:pos:R:3:forces:R:3:lowdin_charge:R:1
C 0.3593 -0.3584 0.7004 -1.36 0.13 2.18 -0.15
C 0.9998 -1.7235 0.4843 -1.90 -0.62 -1.40 -0.73
C 3.5933 0.4281 -0.0211 2.23 0.80 -0.39 -0.39
N 0.2833 0.4056 -0.5134 0.74 -1.14 -2.90 0.00
N 0.8800 -0.1350 -1.4373 -1.67 1.49 1.83 -0.25
F 1.8804 -1.9753 1.4423 0.94 -0.06 0.49 0.06
F 0.0685 -2.7687 0.6157 0.35 0.70 -0.17 -0.02
F 2.8702 1.5532 -0.0514 0.44 -0.66 0.12 0.09
F 3.9790 0.1407 1.2297 -0.51 0.22 -0.81 0.10
F 4.7427 0.6056 -0.7869 -2.02 -0.35 1.07 0.05
P 1.5725 -1.6381 -1.3294 1.18 -1.08 -0.33 0.96
H -0.6383 -0.3900 1.2620 1.57 0.12 -0.74 0.16
H 1.1424 0.1607 1.2240 0.03 0.43 1.04 0.10
```
Positions in Å, forces in eV/Å.



2.
This record from OMol25 describes C3H2FMnO4 as an isolated structure at a distorted geometry. The level of theory is ωB97M-V with the def2-TZVPD basis set.

Results
Total energy, Ha: -1666.53041
2S+1: 7
Charge: +2

Geometry as XYZ:
```
11
Properties=species:S:1:pos:R:3:forces:R:3:lowdin_spin:R:1
C 1.9870 -0.6238 1.6374 0.52 -1.70 0.99 0.07
O 2.3681 -1.6156 2.0330 -0.44 1.56 -0.63 0.02
H -0.2261 -0.7089 0.9727 0.18 0.25 -0.15 0.01
C 1.0925 -0.0664 -0.8906 1.12 -0.88 -0.91 0.59
O -0.0730 0.6639 -1.0219 -2.01 0.99 0.37 0.12
C -1.1084 0.5396 -0.2168 4.22 -2.11 -0.25 0.05
O -1.0729 -0.2381 0.8071 -0.81 0.34 -0.01 0.02
O -2.1191 1.1727 -0.5108 -0.76 0.82 -0.42 0.11
Mn -3.8304 1.5643 -0.0987 -1.59 0.45 0.26 4.84
F 0.9993 -1.2009 -1.5653 -0.18 0.26 0.44 0.15
H 1.9830 0.5131 -1.1462 -0.26 0.01 0.33 0.03
```
Positions in Å, forces in eV/Å.



3.
This record from OMol25 describes one molecule with the formula C3H2FN3O at a distorted geometry. The level of theory is ωB97M-V with the def2-TZVPD basis set.

Results
Total energy, Ha: -454.79648
SMILES: [H]/N=c1/nc(F)cno1
Charge: 0

Geometry as XYZ:
```
10
Properties=species:S:1:pos:R:3:forces:R:3:lowdin_charge:R:1
H -2.8759 -0.5056 -0.1848 -2.60 2.37 -0.42 0.03
N -2.1210 -1.0783 -0.1741 1.97 -3.70 0.27 0.20
C -1.0327 -0.5584 0.0656 0.64 0.47 0.70 -0.46
N 0.1725 -1.2513 0.3449 0.62 0.93 -1.29 0.25
C 1.1619 -0.5022 0.0388 -1.57 0.31 0.05 -0.34
F 2.3937 -0.9250 -0.0323 0.46 -0.86 0.33 0.14
C 1.1060 0.9535 -0.1226 3.57 -0.13 0.10 -0.07
N 0.0747 1.6267 0.1249 -0.42 -0.18 -0.56 0.11
O -1.0336 0.8377 0.1471 -0.76 0.86 0.71 -0.01
H 2.1544 1.4028 -0.2076 -1.92 -0.08 0.11 0.15
```
Positions in Å, forces in eV/Å.



4.
This record from OMol25 describes one molecule with the formula C3H2FNO2 at a distorted geometry. The level of theory is ωB97M-V with the def2-TZVPD basis set.

Results
Total energy, Ha: -420.50789
SMILES: Oc1cnoc1F
Charge: 0

Geometry as XYZ:
```
9
Properties=species:S:1:pos:R:3:forces:R:3:lowdin_charge:R:1
O -1.6024 -0.6832 -0.4717 -2.78 4.68 1.56 0.01
C -0.3859 -0.1630 -0.1428 1.67 -2.00 -0.58 -0.28
C 0.7349 -1.0935 -0.0054 0.12 5.04 1.07 0.00
N 1.8225 -0.3942 0.4361 -2.51 -1.23 -1.14 0.10
O 1.3495 0.9344 0.5013 3.04 0.78 0.59 0.04
C 0.1563 1.0764 0.0633 -3.01 -1.40 -0.20 -0.32
F -0.4441 2.2812 0.0330 0.98 -1.01 0.21 0.13
H -2.2449 0.1341 -0.1118 1.84 -3.56 -1.68 0.21
H 0.6140 -2.0922 -0.3020 0.65 -1.32 0.16 0.11
```
Positions in Å, forces in eV/Å.



5.
This record from OMol25 describes one molecule with the formula C3H2FNOS at a distorted geometry. The level of theory is ωB97M-V with the def2-TZVPD basis set.

Results
Total energy, Ha: -743.44555
Charge: 0

Geometry as XYZ:
```
9
Properties=species:S:1:pos:R:3:forces:R:3:lowdin_charge:R:1
C 0.7117 1.0567 -0.1451 -0.25 2.21 0.08 -0.13
C 0.6561 -1.1725 0.2219 0.08 -2.41 1.54 -0.29
C -0.5882 0.9268 0.0817 -1.37 -0.11 0.16 -0.37
N 1.3610 -0.1618 0.0274 2.07 -0.54 -0.75 -0.01
O -1.7846 -1.4604 -0.7117 -0.49 0.20 0.50 -0.54
F -1.5257 1.8788 0.0613 0.44 -0.39 -0.04 0.04
S -1.1612 -0.8518 0.4941 1.53 0.88 -1.60 0.99
H 1.2580 2.0641 -0.4143 -1.06 -2.47 0.60 0.16
H 1.0730 -2.2798 0.3845 -0.96 2.63 -0.48 0.14
```
Positions in Å, forces in eV/Å.



6.
This record from OMol25 describes C3H2FO2Sr as an isolated structure at a distorted geometry. The level of theory is ωB97M-V with the def2-TZVPD basis set.

Results
Total energy, Ha: -396.21164
Charge: +1

Geometry as XYZ:
```
9
Properties=species:S:1:pos:R:3:forces:R:3:lowdin_charge:R:1
F -2.9106 1.1121 0.1468 -1.24 -0.75 1.69 -0.09
H -1.5448 -1.4979 -0.7171 1.94 1.07 -0.51 0.11
O -0.3873 0.2385 -0.1439 2.90 1.34 -1.46 -0.48
C -1.4919 -0.3491 -0.5374 -1.55 -6.60 2.28 -0.36
C -2.6930 -0.2965 0.0438 0.84 4.95 -0.82 -0.09
H -3.1329 -0.9672 0.7754 -0.84 -0.05 -1.01 0.12
Sr 1.8880 0.3505 0.0801 -2.89 -0.03 -0.16 1.69
O 5.6928 0.7505 0.1604 -0.44 -0.01 0.06 0.16
C 4.5797 0.6590 0.1919 1.27 0.10 -0.06 -0.05
```
Positions in Å, forces in eV/Å.



7.
This record from OMol25 describes one molecule with the formula C3H2FOP at a distorted geometry. The level of theory is ωB97M-V with the def2-TZVPD basis set.

Results
Total energy, Ha: -631.77730
SMILES: C#CC(=O)PF
Charge: 0

Geometry as XYZ:
```
8
Properties=species:S:1:pos:R:3:forces:R:3:lowdin_charge:R:1
C -1.3536 0.7778 -0.2505 0.23 -0.14 -0.25 0.18
C -0.1330 0.8748 -0.2021 -3.38 -0.20 0.20 -0.18
C 1.2311 0.8517 -0.0808 5.22 8.26 0.55 -0.45
O 1.9837 2.2333 0.0772 -4.37 -8.26 -0.80 -0.16
P 2.1922 -0.5719 -0.6089 3.02 0.40 1.91 0.98
F 3.5787 -0.3520 0.3708 -1.12 0.37 -1.94 -0.41
H -2.4652 0.6546 -0.3473 1.92 0.31 0.22 0.08
H 1.9182 -1.4365 0.4321 -1.52 -0.74 0.11 -0.04
```
Positions in Å, forces in eV/Å.



8.
This record from OMol25 describes C3H2FeO4 as an isolated structure at a distorted geometry. The level of theory is ωB97M-V with the def2-TZVPD basis set.

Results
Total energy, Ha: -1680.04686
2S+1: 5
Charge: 0

Geometry as XYZ:
```
10
Properties=species:S:1:pos:R:3:forces:R:3:lowdin_spin:R:1
H -1.0236 1.1252 2.2952 1.82 0.92 -0.20 0.00
C -0.2760 1.6238 1.4893 -2.19 -0.42 0.04 0.02
C -1.1977 0.9431 0.5484 -0.75 0.42 -0.64 0.01
O -0.4139 0.2364 -0.2407 0.07 0.24 0.26 0.07
C -0.5153 -1.0768 -0.9305 -2.32 -0.79 -0.89 0.01
O -1.5861 -1.5258 -1.2201 1.20 0.47 0.38 0.01
O 0.6867 -1.4172 -1.0606 1.39 0.26 0.33 0.05
Fe 1.5506 0.1473 0.0510 -0.14 -0.28 0.55 3.68
O 1.0490 1.2855 1.4774 0.80 -0.36 -0.41 0.15
H -0.5086 2.7093 1.4324 0.13 -0.47 0.58 0.00
```
Positions in Å, forces in eV/Å.